ORCA calculation (ωB97M-V with the def2-TZVPD basis set) on a structure of composition C21H45CdN3O8P3S.

The geometry in XYZ format:
```
82
Properties=species:S:1:pos:R:3:forces:R:3:lowdin_charge:R:1
Cd 0.14650 0.42350 0.15177 -0.87 -0.21 -0.76 1.273
N -1.60312 -1.35321 0.09710 0.21 0.12 0.13 -0.001
N -2.88388 -0.82576 -0.00869 0.04 0.20 -0.02 -0.068
C -3.14170 0.49686 -0.11865 0.06 -0.10 -0.02 -0.843
N -4.44382 0.79489 -0.19805 0.07 0.13 -0.02 0.105
S -2.00182 1.73556 -0.16244 -0.34 0.09 0.01 0.648
H -1.45616 -2.04435 -0.62457 0.10 -0.04 -0.17 0.107
H -1.46438 -1.76091 1.01344 0.00 -0.06 0.16 0.096
H -3.65773 -1.46168 0.07624 -0.12 -0.12 0.03 0.152
H -5.16744 0.09722 -0.21118 -0.02 -0.01 -0.01 0.117
H -4.70149 1.76079 -0.29315 -0.06 0.03 0.01 0.103
C 3.12275 2.22074 3.31157 -0.05 -0.17 0.05 -0.062
C 2.42266 0.88195 3.03692 -0.08 -0.02 -0.23 -0.588
O 2.66382 -0.08934 4.06090 -0.12 0.18 -0.09 -0.058
P 0.59509 1.09311 3.08551 -0.05 0.10 0.38 0.454
O 0.24591 1.34127 4.60883 0.13 -0.38 0.19 -0.078
O 0.22386 2.49270 2.44306 0.09 0.09 0.04 -0.134
O -0.20140 0.02696 2.41166 0.32 0.32 0.18 -0.359
P 2.91390 0.28357 1.34447 0.10 0.06 0.10 0.297
O 2.15712 -1.15453 1.24194 0.08 -0.13 -0.09 -0.198
O 4.36759 0.11812 1.19827 -0.06 0.13 0.22 -0.267
O 2.10048 1.19415 0.42558 0.57 -0.18 0.14 -0.427
H 2.74460 2.68957 4.22316 0.02 -0.04 0.00 0.090
H 3.00621 2.90089 2.46650 -0.02 -0.02 0.01 0.086
H 4.19091 2.03780 3.43325 0.00 -0.01 -0.01 0.095
H 3.60857 -0.28035 4.08955 0.10 0.01 -0.02 0.110
H 0.58234 0.65055 5.20617 -0.03 0.18 -0.14 0.110
H 0.60910 3.27237 2.87015 -0.07 -0.14 -0.07 0.106
H 2.75910 -1.87809 1.46985 -0.12 0.10 -0.07 0.089
O 0.27590 0.13810 -2.03304 0.57 -0.18 -0.30 -0.476
P 1.41176 0.34736 -3.04428 -0.47 0.01 0.31 0.831
C 2.75018 -0.86420 -2.83069 -0.10 -0.24 -0.14 -0.327
C 2.23804 -2.24135 -2.36794 0.31 0.02 -0.18 -0.202
C 3.41951 -3.15006 -1.99740 0.03 0.04 -0.06 -0.175
C 4.59480 -3.03522 -2.99494 -0.14 0.04 -0.02 -0.181
C 4.13383 -2.42342 -4.31595 0.03 -0.02 0.15 -0.197
C 3.67580 -0.98240 -4.08092 -0.01 -0.02 0.07 -0.178
C 2.23155 1.95077 -2.81810 0.02 0.13 -0.05 -0.340
C 2.98654 2.46377 -4.08116 -0.06 0.05 0.09 -0.169
C 2.28808 3.67643 -4.69485 0.00 0.02 0.15 -0.187
C 2.24341 4.84945 -3.69721 -0.02 -0.14 0.07 -0.179
C 2.08345 4.36250 -2.24039 -0.02 -0.06 -0.17 -0.180
C 1.32458 3.03628 -2.20409 0.14 0.12 -0.12 -0.208
C 0.69296 0.20740 -4.70258 -0.27 0.02 -0.05 -0.333
C -0.53444 1.16308 -4.85038 0.02 -0.29 0.09 -0.171
C -1.84584 0.41327 -4.60554 0.11 -0.03 -0.13 -0.197
C -2.06718 -0.65023 -5.69318 0.11 0.04 0.04 -0.186
C -0.73708 -1.29574 -6.13070 -0.03 0.09 0.08 -0.182
C 0.28688 -1.25615 -4.99737 -0.07 0.14 -0.10 -0.193
H 3.32897 -0.44323 -2.00180 0.04 -0.05 0.07 0.118
H 1.64885 -2.70667 -3.15912 0.01 0.01 0.01 0.096
H 1.58334 -2.12775 -1.50948 -0.14 0.05 0.14 0.083
H 3.06164 -4.18103 -1.95610 0.02 0.01 0.03 0.111
H 3.77313 -2.89219 -0.99573 -0.03 -0.02 0.00 0.102
H 5.04324 -4.01373 -3.16220 0.03 -0.01 0.02 0.109
H 5.37684 -2.39538 -2.57460 -0.01 -0.04 -0.02 0.116
H 3.32273 -3.02266 -4.74241 0.03 0.02 0.00 0.110
H 4.94471 -2.42732 -5.04493 -0.01 -0.01 -0.02 0.116
H 3.18962 -0.60362 -4.98247 0.03 -0.04 0.04 0.086
H 4.56253 -0.36499 -3.92098 -0.04 0.06 -0.02 0.121
H 2.97486 1.71807 -2.04960 0.00 0.03 0.05 0.107
H 3.10415 1.67765 -4.82914 0.04 0.04 0.05 0.084
H 3.99885 2.75171 -3.78829 0.00 -0.01 0.00 0.124
H 1.27287 3.39872 -4.99449 0.03 0.01 0.00 0.098
H 2.80764 3.98013 -5.60392 -0.02 0.00 -0.03 0.114
H 1.41284 5.50828 -3.95782 0.02 0.02 0.00 0.109
H 3.15633 5.44155 -3.78522 -0.02 0.01 0.00 0.109
H 1.56663 5.11519 -1.64490 0.01 0.02 0.01 0.110
H 3.06605 4.21237 -1.78158 -0.04 0.02 0.01 0.117
H 0.39020 3.15204 -2.75321 -0.08 -0.05 -0.03 0.100
H 1.06290 2.76443 -1.18275 0.06 -0.01 0.02 0.067
H 1.46185 0.50788 -5.41704 -0.07 0.00 -0.05 0.106
H -0.54196 1.57967 -5.86032 0.04 0.01 0.00 0.123
H -0.46355 2.00135 -4.16250 0.04 0.08 0.02 0.081
H -2.67947 1.11713 -4.59426 0.00 0.00 0.02 0.112
H -1.80122 -0.04439 -3.61417 -0.01 0.01 0.00 0.091
H -2.54560 -0.18961 -6.56004 -0.03 -0.04 0.01 0.109
H -2.75248 -1.41765 -5.32519 0.01 0.02 -0.01 0.106
H -0.32467 -0.76211 -6.99202 -0.01 -0.02 0.00 0.117
H -0.90093 -2.32423 -6.45081 0.00 -0.02 -0.04 0.111
H 1.16802 -1.84228 -5.26152 0.03 -0.01 0.04 0.104
H -0.15448 -1.71012 -4.10495 0.03 -0.01 0.00 0.109
```
Positions in Å, forces in eV/Å.

Output
Energy above the lowest of the compared OMol25 structures with the same formula, charge and spin in eV: 0.000
Gap between HOMO and LUMO in Eh: 0.36140
E_HOMO in hartree: -0.44252
Strongest force on any atom in eV/Å: 1.17
Net charge: +1
LUMO level in eV: -2.21

---

ORCA calculation (ωB97M-V with the def2-TZVPD basis set) on a structure of composition C39H44As4Cl3CoN3OS2.

The geometry in XYZ format:
```
97
Properties=species:S:1:pos:R:3:forces:R:3:lowdin_charge:R:1
Co 0.64761 -1.37922 -0.14073 0.39 1.75 1.90 -0.051
C -3.47319 2.88658 -0.73273 0.08 -0.27 -0.02 -0.318
As -2.45619 1.27738 -0.11843 -0.47 0.62 0.07 1.141
C -1.26579 2.31298 1.05017 0.11 -0.06 0.05 -0.314
C -3.82899 0.80918 1.24337 -0.05 0.06 0.01 -0.373
C -3.73189 -0.56472 1.89637 0.12 0.09 0.09 -0.691
C -2.47279 -0.63442 2.76587 -0.13 -0.01 -0.19 -0.113
C -3.66099 -1.65942 0.82697 0.12 0.13 -0.11 -0.315
As -1.84329 -2.11042 0.10817 -0.25 -0.45 -0.18 1.113
C -1.61429 -3.85812 0.97477 -0.06 -0.03 0.12 -0.292
C -2.49039 -2.75652 -1.62413 0.06 0.08 -0.05 -0.293
C -4.92129 -0.79842 2.85007 -0.15 -0.12 0.01 -0.384
As -6.87359 -0.59642 2.46357 0.14 0.19 -0.14 1.126
C -7.00149 1.38488 2.41207 -0.07 -0.15 0.01 -0.349
C -7.06159 -0.95082 0.52487 0.09 0.03 0.14 -0.357
H -4.00039 3.34908 0.10027 0.02 0.00 0.11 0.020
H -4.20249 2.61658 -1.49633 0.00 -0.08 0.01 0.014
H -2.79509 3.62418 -1.16113 0.10 -0.04 0.00 0.002
H -1.84019 2.80798 1.83287 -0.06 0.03 -0.01 0.028
H -0.76009 3.07248 0.45287 -0.01 -0.05 -0.05 0.006
H -0.50899 1.67778 1.50527 0.04 -0.08 -0.04 0.010
H -4.79069 0.88498 0.73447 0.00 0.07 -0.08 0.036
H -3.80899 1.57928 2.01917 -0.04 0.09 -0.03 0.081
H -1.59679 -0.34642 2.18197 0.06 -0.01 0.17 -0.013
H -2.32329 -1.65172 3.13227 0.09 -0.02 0.09 0.083
H -2.55239 0.03098 3.62407 0.07 0.07 0.05 0.094
H -4.26509 -1.38212 -0.04413 0.09 -0.10 0.07 0.060
H -4.06299 -2.59592 1.22987 0.17 0.02 -0.14 0.079
H -2.57429 -4.35462 1.12057 -0.02 0.04 -0.11 0.029
H -1.12879 -3.74092 1.94337 0.02 0.09 -0.05 0.000
H -0.98179 -4.49262 0.35437 -0.01 0.04 -0.01 0.003
H -3.35079 -3.41542 -1.49643 0.04 0.03 0.06 0.032
H -1.69359 -3.30292 -2.12653 0.01 -0.01 0.00 0.007
H -2.77929 -1.90922 -2.24763 0.02 0.01 0.06 0.022
H -4.79179 -0.12572 3.70667 -0.09 -0.04 -0.03 0.063
H -4.81989 -1.81112 3.25867 -0.07 0.07 0.00 0.061
H -6.34939 1.80678 3.17537 0.06 -0.03 0.01 0.012
H -8.02009 1.69618 2.64407 -0.01 -0.12 -0.01 0.006
H -6.73179 1.80168 1.44557 0.09 0.00 -0.08 0.006
H -6.85409 -1.99912 0.31707 0.03 -0.04 0.03 0.010
H -6.41139 -0.32982 -0.08593 0.06 0.05 -0.04 0.000
H -8.09449 -0.75272 0.23857 -0.02 0.02 0.09 0.013
S 0.79781 -1.57622 2.12227 -0.53 -0.10 -0.25 0.697
C 2.45521 -1.34932 2.55037 0.45 0.09 -0.25 -0.653
C 2.80001 -1.30032 3.89927 0.15 -0.01 -0.16 -0.056
C 4.12021 -1.13902 4.28957 0.10 0.03 -1.08 -0.192
C 4.46041 -1.09772 5.65837 0.07 0.01 0.60 -0.191
N 4.71571 -1.06642 6.77637 0.08 0.01 0.30 0.171
C 5.12321 -1.01892 3.30167 -0.96 -0.12 0.05 -0.194
C 4.77651 -1.05632 1.95927 -0.14 -0.03 0.11 -0.065
C 3.45361 -1.21932 1.56147 -0.04 0.02 0.50 -0.630
S 3.09111 -1.29042 -0.13263 -1.12 -0.40 -0.18 0.740
C 6.48031 -0.87792 3.66007 0.61 0.08 0.15 -0.196
N 7.59291 -0.76832 3.91967 0.28 0.05 0.06 0.168
H 2.02151 -1.39832 4.64117 -0.01 0.01 0.09 0.115
H 5.54561 -0.97292 1.20697 0.12 0.00 -0.04 0.113
O 0.53911 0.53508 -0.82953 -0.69 -0.44 -0.17 -0.579
As 1.85121 1.10158 -1.66053 0.80 0.64 -0.39 1.175
C 1.19801 2.55028 -2.77133 0.19 -0.07 0.04 -0.295
C 2.12441 3.26238 -3.52353 0.13 -0.15 0.11 -0.095
C 1.70851 4.30888 -4.32563 0.05 0.03 -0.05 -0.077
C 0.36421 4.64798 -4.37313 -0.05 0.01 -0.02 -0.080
C -0.56419 3.93298 -3.63293 -0.04 0.02 -0.04 -0.076
C -0.14709 2.87858 -2.83483 -0.12 -0.34 0.35 -0.091
C 3.11001 1.99998 -0.48373 -0.16 -0.02 -0.28 -0.297
C 4.42431 1.63708 -0.23383 0.07 -0.08 -0.21 -0.131
C 5.17371 2.36938 0.67257 0.07 -0.03 -0.07 -0.071
C 4.61251 3.45268 1.32817 -0.04 0.04 0.04 -0.070
C 3.30081 3.82028 1.07467 -0.01 0.03 0.05 -0.067
C 2.55251 3.09518 0.16557 -0.31 -0.09 -0.29 -0.094
C 2.48971 -0.19732 -2.95453 -0.15 0.18 0.21 -0.344
C 1.46701 -0.97142 -3.48873 -0.28 0.22 0.13 -0.124
C 1.75981 -1.99502 -4.37333 -0.03 -0.03 -0.02 -0.078
C 3.07771 -2.24652 -4.71763 -0.04 -0.04 0.02 -0.082
C 4.09131 -1.45142 -4.21093 0.15 0.07 0.04 -0.075
C 3.80611 -0.41932 -3.33203 0.00 0.18 0.10 -0.106
H 3.17331 2.98538 -3.46923 0.01 0.12 -0.07 0.108
H 2.42681 4.86058 -4.91513 0.05 0.03 -0.01 0.106
H 0.04171 5.46988 -4.99593 -0.03 0.05 -0.03 0.104
H -1.61299 4.19438 -3.68053 -0.02 0.00 0.01 0.103
H -0.85279 2.29288 -2.24803 0.04 0.12 -0.12 0.057
H 4.85591 0.77898 -0.73143 0.00 0.01 0.07 0.070
H 6.19951 2.09148 0.86907 0.05 -0.03 0.02 0.111
H 5.20011 4.01088 2.03957 0.07 0.07 0.09 0.107
H 2.86311 4.66988 1.57857 -0.03 0.03 0.05 0.107
H 1.52381 3.36528 -0.06443 0.14 0.10 0.17 0.094
H 0.43911 -0.75682 -3.19223 0.15 -0.17 -0.09 0.105
H 0.96351 -2.59682 -4.78683 -0.06 -0.05 -0.01 0.107
H 3.32281 -3.06782 -5.37343 -0.01 -0.05 -0.12 0.106
H 5.11521 -1.64622 -4.48993 0.12 0.00 -0.03 0.107
H 4.60501 0.19908 -2.94103 0.00 -0.08 0.02 0.100
Cl 2.44311 -5.39902 0.88547 -0.21 0.32 -0.80 0.616
C 2.10231 -5.16452 -0.87983 1.04 -1.83 0.50 -1.537
Cl 3.63791 -5.08322 -1.77903 -0.34 0.11 0.18 0.626
Cl 1.14751 -6.57112 -1.46293 0.12 0.45 0.10 0.602
C 1.36511 -3.96852 -1.06653 -1.91 3.05 -0.21 -0.345
N 0.80331 -2.94422 -1.06473 1.66 -3.89 -0.94 0.078
```
Positions in Å, forces in eV/Å.

Output
Energy above the lowest of the compared OMol25 structures with the same formula, charge and spin in eV: 1.268
Gap between HOMO and LUMO (spin up / spin down) in Eh: 0.23473 / 0.24987
Multiplicity: 2
E_HOMO (spin up / spin down) in hartree: -0.26556 / -0.27146
Strongest force on any atom in eV/Å: 4.33
Net charge: 0
⟨S²⟩: 1.199
LUMO level (spin up / spin down) in eV: -0.84 / -0.59

---

ORCA calculation (ωB97M-V with the def2-TZVPD basis set) on a cluster of 2 separate species, C3H4OS in total.

The geometry in XYZ format:
```
9
Properties=species:S:1:pos:R:3:forces:R:3:lowdin_charge:R:1
C -1.55002 -0.28024 0.00151 3.46 -1.52 -1.24 0.004
C -0.63520 0.69177 -0.39080 -2.62 1.31 1.44 -0.496
C 1.98362 -0.47781 0.41374 -2.31 0.58 0.08 -0.461
O 0.36708 0.56927 -1.14170 0.66 -0.47 0.88 -0.127
S 3.20553 -0.27406 -0.38688 2.13 -0.06 -0.79 0.870
H -2.41140 -0.08332 0.56901 -0.80 0.15 0.66 0.016
H -1.10307 -1.31005 -0.15873 -1.42 0.84 0.03 0.068
H -0.90919 1.67971 0.14730 0.76 -0.57 -1.17 0.115
H 1.05264 -0.51527 0.94654 0.14 -0.27 0.11 0.011
```
Positions in Å, forces in eV/Å.

Output
Energy above the lowest of the compared OMol25 structures with the same formula, charge and spin in eV: 5.083
Gap between HOMO and LUMO (spin up / spin down) in Eh: 0.27360 / 0.17998
E_HOMO (spin up / spin down) in hartree: -0.30915 / -0.24674
Strongest force on any atom in eV/Å: 3.98
Net charge: 0
LUMO level (spin up / spin down) in eV: -0.97 / -1.82

---

ORCA calculation (ωB97M-V with the def2-TZVPD basis set) on a structure of composition C4H5NO.

The geometry in XYZ format:
```
11
Properties=species:S:1:pos:R:3:forces:R:3:lowdin_charge:R:1
C -1.49889 -0.11288 0.02383 -0.14 -0.03 0.01 -0.062
C -0.00280 -0.04852 0.00804 0.07 -0.22 0.03 -0.243
C 0.94440 -1.14788 0.15192 0.11 -0.30 0.03 -0.267
O 2.16107 -1.03389 0.13075 -0.34 -0.38 0.05 0.000
N 1.85693 1.64656 -0.23433 -1.58 0.90 -0.11 0.225
C 0.84719 0.97414 -0.13595 0.74 -0.62 0.09 -0.193
H -1.79906 -1.15603 0.16224 0.06 0.12 -0.02 0.078
H -1.94258 0.46141 0.84470 0.11 -0.08 -0.11 0.077
H -1.95055 0.23192 -0.91289 0.10 -0.06 0.12 0.077
H 0.46809 -2.13357 0.28626 -0.09 -0.07 0.01 0.128
H 0.91620 2.31874 -0.32458 0.97 0.74 -0.11 0.180
```
Positions in Å, forces in eV/Å.

Output
Energy above the lowest of the compared OMol25 structures with the same formula, charge and spin in eV: 3.656
Gap between HOMO and LUMO in Eh: 0.32510
E_HOMO in hartree: -0.31820
Strongest force on any atom in eV/Å: 1.82
Net charge: 0
LUMO level in eV: 0.19